No. 1
Entry from the Open Molecules 2025 dataset: C6H20O7Rb as an isolated structure at a distorted geometry (wB97M-V/def2-TZVPD).

Computed properties:
HOMO energy   -12.170 eV
Gap between HOMO and LUMO   8.6 eV

ORCA input file:
```
! wB97M-V def2-TZVPD RIJCOSX def2/J DEFGRID3
* xyz 1 1
Rb -1.58 -2.00 1.24
O -5.42 -3.89 2.87
H -5.60 -4.30 3.71
H -6.10 -4.24 2.28
C 3.82 -2.45 2.65
C 3.34 -2.13 4.10
O 2.38 -1.09 4.07
O 2.89 -3.24 2.00
H 4.78 -2.95 2.77
H 3.96 -1.47 2.18
H 4.12 -1.74 4.74
H 2.95 -2.97 4.68
H 2.43 -0.59 4.89
H 2.87 -3.99 2.61
C 1.15 -0.34 -4.56
C 0.37 -1.29 -3.66
O -0.97 -0.95 -3.60
O 2.56 -0.77 -4.48
H 0.95 0.71 -4.38
H 0.76 -0.51 -5.56
H 0.82 -1.24 -2.67
H 0.48 -2.37 -3.70
H -1.40 -1.44 -4.30
H 3.07 -0.38 -5.18
C -1.97 3.70 -0.50
C -1.95 5.28 -0.58
O -3.23 5.81 -0.10
O -2.68 3.06 0.57
H -0.97 3.27 -0.44
H -2.47 3.23 -1.35
H -1.71 5.45 -1.63
H -1.16 5.63 0.08
H -3.12 6.51 0.55
H -3.39 3.69 0.70
*
```

Charges obtained by Mulliken population analysis, quoted in units of e: 0.982 -0.638 0.323 0.324 -0.444 -0.371 -0.530 -0.489 0.282 0.307 0.315 0.294 0.318 0.324 -0.193 -0.499 -0.522 -0.527 0.287 0.234 0.213 0.378 0.332 0.299 -0.414 -0.225 -0.551 -0.538 0.293 0.274 0.231 0.304 0.309 0.317

No. 2
Entry from the Open Molecules 2025 dataset: a 2-piece molecular cluster, C9H10N2O3 overall at a distorted geometry (wB97M-V/def2-TZVPD).

Computed properties:
HOMO energy   -7.202 eV
Gap between HOMO and LUMO   6.3 eV

ORCA input file:
```
! wB97M-V def2-TZVPD RIJCOSX def2/J DEFGRID3
* xyz 0 1
C 1.38 2.48 0.96
C 1.07 1.30 0.26
C 1.30 2.58 2.31
C 0.05 0.49 2.24
C 0.40 0.35 0.90
C 0.59 1.54 2.97
C -0.83 -3.41 -1.38
C -0.57 -1.07 -0.94
C -1.07 0.04 -1.78
N 0.06 -0.92 0.20
N 0.22 1.55 4.39
O 0.55 2.51 5.04
O -0.42 0.60 4.78
O -0.67 -3.91 -0.17
H 1.80 3.32 0.55
H 1.26 1.02 -0.76
H 1.63 3.33 3.02
H -0.55 -0.35 2.66
H 0.17 -3.34 -1.76
H -0.21 0.61 -2.28
H -1.60 -0.45 -2.49
H -1.59 0.92 -1.21
H 0.28 -1.63 0.84
H -1.52 -4.22 0.23
*
```

Charges obtained by Mulliken population analysis, quoted in units of e: -0.734 -0.395 -0.571 -0.378 0.250 0.035 -0.275 0.284 -1.220 -0.080 1.005 -0.608 -0.593 -0.391 0.438 0.547 0.492 0.420 0.172 0.287 0.359 0.315 0.296 0.344

No. 3
Entry from the Open Molecules 2025 dataset: one molecule with the formula C2H5NS2 at a distorted geometry (wB97M-V/def2-TZVPD).

Computed properties:
SMILES   CC(=S)NS
HOMO energy   -8.649 eV
Gap between HOMO and LUMO   9.0 eV

ORCA input file:
```
! wB97M-V def2-TZVPD RIJCOSX def2/J DEFGRID3
* xyz 0 1
C 0.46 -0.24 -1.16
C -0.63 -0.59 -0.06
S -1.63 -1.86 -0.26
N -0.65 0.32 0.96
S 0.38 1.63 1.22
H 1.45 0.00 -0.79
H 0.07 0.65 -1.75
H 0.56 -1.08 -1.86
H -1.39 0.08 1.60
H 1.38 1.08 2.10
*
```

Charges obtained by Mulliken population analysis, quoted in units of e: -1.132 0.496 -0.334 -0.247 -0.173 0.350 0.303 0.323 0.255 0.159

No. 4
Entry from the Open Molecules 2025 dataset: a 2-piece molecular cluster, C4H14N2Se overall at a distorted geometry (wB97M-V/def2-TZVPD).

Computed properties:
HOMO energy (alpha / beta)   -16.325 / -16.325 eV
Gap between HOMO and LUMO (alpha / beta)   7.1 / 7.1 eV

ORCA input file:
```
! wB97M-V def2-TZVPD RIJCOSX def2/J DEFGRID3
* xyz 2 1
C -2.32 -0.81 1.49
C -0.44 0.24 -0.01
C 2.06 -1.03 0.90
C -1.76 -0.50 0.09
N 4.15 0.97 0.28
N -2.86 0.16 -0.67
Se 1.14 -0.90 -0.51
H -3.32 -1.35 1.31
H -1.82 -1.54 1.96
H -2.53 0.07 2.00
H -0.72 1.04 -0.75
H -0.10 0.70 0.97
H 3.03 -1.57 0.94
H 1.92 -0.57 1.90
H -1.63 -1.45 -0.56
H 4.62 0.13 0.50
H 4.41 1.75 0.96
H 4.27 1.04 -0.73
H -2.80 -0.07 -1.65
H -3.02 1.18 -0.73
H -3.67 -0.32 -0.31
*
```

Charges obtained by Mulliken population analysis, quoted in units of e: -1.557 -0.847 -0.281 0.281 -0.662 -0.339 0.414 0.467 0.446 0.444 0.416 0.390 0.387 0.296 0.323 0.273 0.255 0.246 0.362 0.355 0.333

No. 5
Entry from the Open Molecules 2025 dataset: CH4N2O2S as an isolated structure at a distorted geometry (wB97M-V/def2-TZVPD).

Computed properties:
HOMO energy   -9.264 eV
Gap between HOMO and LUMO   9.6 eV

ORCA input file:
```
! wB97M-V def2-TZVPD RIJCOSX def2/J DEFGRID3
* xyz 0 1
C 0.15 -0.03 -0.16
N -0.60 -0.80 0.70
N 1.04 1.45 0.62
O 0.68 1.87 1.69
O 1.81 1.96 -0.17
S -0.73 0.73 -1.61
H 1.11 -0.56 -0.54
H -0.10 -1.69 0.93
H -1.23 -0.40 1.33
H 0.22 1.72 -1.68
*
```

Charges obtained by Mulliken population analysis, quoted in units of e: 0.010 -0.368 0.654 -0.531 -0.518 -0.229 0.297 0.252 0.243 0.190

No. 6
Entry from the Open Molecules 2025 dataset: C3H7N as an isolated structure (wB97M-V/def2-TZVPD).

Computed properties:
HOMO energy   -8.262 eV
Gap between HOMO and LUMO   8.7 eV

ORCA input file:
```
! wB97M-V def2-TZVPD RIJCOSX def2/J DEFGRID3
* xyz 0 1
C -0.42 -0.39 0.15
C -1.32 0.43 -0.72
C 0.94 -0.17 0.22
N 1.78 0.68 -0.18
H 2.75 0.39 -0.20
H 1.25 -0.95 1.31
H -0.80 -1.32 0.57
H 0.47 -0.57 1.72
H -2.35 0.39 -0.36
H -0.98 1.47 -0.75
H -1.32 0.04 -1.75
*
```

Charges obtained by Mulliken population analysis, quoted in units of e: -0.469 -1.059 0.485 -0.638 0.249 0.049 0.376 0.136 0.316 0.289 0.267

Calculated energy above the lowest of the compared OMol25 structures with the same formula, charge and spin (eV), listed in the same order as above: 2.236, 9.688, 0.928, 2.090, 3.428, 4.251